Formula: C40H30Br2F3N3O3RhSb
Source: the Open Molecules 2025 dataset
Level of theory: ωB97M-V with the def2-TZVPD basis set

ORCA input file:
```
! wB97M-V def2-TZVPD RIJCOSX def2/J DEFGRID3
* xyz 0 5
Sb 0.8650 -0.5708 -0.6439
Rh 0.2054 1.2450 1.3413
Br -4.5532 -0.6494 -0.0625
Br -3.4821 -4.4772 3.9303
F 0.2163 0.4677 -6.7500
F -2.1592 -5.9851 0.0452
F 6.8195 -2.3699 -0.1333
O 1.0956 2.4377 -0.4096
O -0.1288 2.1416 3.4090
O -1.7588 0.3260 0.6937
N -1.0152 3.0191 0.8806
N -0.9492 3.5207 -0.3372
N -0.0819 -0.6072 2.6340
C -0.0892 -2.4762 -0.5051
C 0.6839 -0.2612 -2.7384
C -2.3049 2.9461 2.8733
C -1.2914 -1.2277 2.4432
C -1.4797 -4.8373 -0.1356
C -1.3092 2.3534 3.7314
C -1.3664 -2.6419 -1.0416
C -0.7457 -2.7943 4.1838
C -3.2773 4.0207 0.8525
C 0.3396 3.5017 -2.3855
C 1.5130 3.1675 -3.0557
C 0.4395 -2.1483 4.3551
C -0.7145 4.0854 -3.0872
C 5.1243 -0.8219 0.3290
C 0.4679 -3.5227 0.2345
C 1.5908 -0.2185 -4.9800
C 5.5364 -1.9920 -0.2708
C -2.9304 -2.9402 2.9648
C 0.7586 -1.0283 3.5557
C 2.8948 -1.2202 -0.5434
C -0.5914 4.3319 -4.4470
C -2.0680 -3.8271 -0.8662
C 0.2014 3.1367 -0.9494
C 3.7929 -0.4429 0.1875
C -0.5349 0.2065 -3.2362
C 1.6348 3.4159 -4.4145
C -1.6725 -2.3488 3.2115
C 0.3685 0.2274 -5.4340
C 3.3601 -2.3974 -1.1414
C 4.6868 -2.7912 -1.0084
C -3.3820 -1.3017 1.2707
C -0.7015 0.4500 -4.5942
C 0.5808 3.9955 -5.1124
C -3.7654 -2.4207 2.0188
C -2.1463 -0.6677 1.4188
C -0.2260 -4.7151 0.4231
C -2.1594 3.3174 1.5602
C -1.7255 2.0062 5.1338
C 2.0649 -0.3092 3.7545
C 1.7465 -0.4582 -3.6177
H -1.4144 4.7805 -4.9925
H -4.0774 4.2673 1.5484
H 2.7141 -0.7802 -3.2489
H 0.1912 -5.5359 0.9957
H 0.6726 4.1793 -6.1773
H -1.0524 1.2492 5.5352
H -1.6370 0.8189 -4.9981
H 1.1530 -2.4856 5.1006
H 5.0642 -3.6987 -1.4656
H -3.6690 3.3735 0.0622
H 1.4465 -3.4131 0.6898
H 2.0557 0.2427 4.6973
H 2.3165 2.7008 -2.5006
H -1.3603 0.4196 -2.5606
H 2.8957 -1.0160 3.7805
H -3.0672 -3.9597 -1.2671
H 5.8354 -0.2268 0.8897
H -3.2664 3.1495 3.3282
H -2.9107 4.9258 0.3713
H 3.4588 0.4837 0.6414
H 2.4037 -0.3651 -5.6817
H -1.6239 4.3329 -2.5560
H 2.6820 -3.0200 -1.7163
H -0.9911 -3.6571 4.7880
H 2.5486 3.1507 -4.9330
H -4.7266 -2.8814 1.8337
H -1.8441 -1.8356 -1.5871
H 2.2424 0.4061 2.9614
H -2.7558 1.6455 5.1608
H -1.6615 2.8993 5.7657
*
```

Calculated values
molar mass	1042.2	g/mol
⟨S²⟩	6.033
E_LUMO (spin up / spin down)	0.00068 / -0.05610	hartree

Löwdin atomic charge list, values in e, 8 entries: number 1, Sb, carries 1.615; number 2, Rh, carries 0.978; number 3, Br, carries 0.765; number 4, Br, carries 0.764; number 5, F, carries 0.061; number 6, F, carries 0.062; number 7, F, carries 0.063; number 8, O, carries -0.158